Computed, not measured: C9H4AuCeCl2N2O3 as an isolated structure at a distorted geometry, with ωB97M-V/def2-TZVPD.

```
22
C9H4AuCeCl2N2O3 ωB97M-V/def2-TZVPD
Au 0.0410 1.0925 -4.4154
Ce 0.0422 0.8802 -1.7538
Cl -1.6332 2.4430 -2.7184
Cl 2.1312 1.1015 -3.3515
C -1.1339 -0.8454 -0.0929
C 0.2046 0.8931 -6.5769
C 0.5173 -0.3949 -5.9892
O -1.6032 -1.3994 0.8224
O 0.1244 1.3829 -7.6594
O 0.8798 -1.4976 -6.2380
N 1.1434 4.8117 4.6603
C 1.0442 4.2168 3.6550
C 0.9201 3.4830 2.4168
C 2.0681 2.9224 1.8162
C 1.9281 2.2392 0.6251
N 0.7023 2.1229 0.0277
C -0.4252 2.6291 0.6270
C -0.3359 3.3337 1.8127
H 3.0463 3.0293 2.2773
H 2.7704 1.7697 0.0874
H -1.3803 2.4556 0.0951
H -1.2287 3.7715 2.2641
```

Calculated values
Electronic energy, Ha: -2209.77934
Total charge: +4
Multiplicity: 4
HOMO-LUMO gap (spin up / spin down), eV: 6.38 / 4.39
HOMO level (spin up / spin down), Ha: -0.8734 / -0.8742
Energy above the lowest of the compared OMol25 structures with the same formula, charge and spin, eV: 4.928
Expectation value of S²: 3.82